# 1
10
Properties=species:S:1:pos:R:3:forces:R:3 method="wB97M-V/def2-TZVPD" e_homo_ev=-10.11 smiles=C#[N+][O-].N#CCI e_above_lowest_kj_mol=311.6 charge=0 total_energy_ev=-16283.767
C -0.6878 -1.0390 -1.5478 -1.1 -2.3 -0.4
C 0.9627 -0.4956 1.8251 1.8 -3.0 -1.4
C -0.4906 0.2797 -1.1085 0.8 3.6 2.1
N -0.8816 -2.1234 -1.9111 0.4 1.3 0.4
N 0.4833 0.4228 2.2987 0.7 -0.3 -0.2
O 0.0390 1.3991 2.7637 -1.3 1.9 1.0
I -0.0465 1.5778 -2.7966 0.1 -0.3 0.3
H -1.2841 0.9117 -0.5860 0.3 -1.7 -0.9
H 1.5775 -1.3173 1.3861 -1.1 1.3 0.8
H 0.3281 0.3843 -0.3237 -0.6 -0.4 -1.5

---

# 2
42
Properties=species:S:1:pos:R:3:forces:R:3 method="wB97M-V/def2-TZVPD" e_homo_ev=-9.34 e_above_lowest_kj_mol=934.1 charge=0 total_energy_ev=-29111.970
H 0.9995 -0.5337 -0.4061 2.2 0.3 0.9
H 0.0861 0.5051 -1.1377 0.7 -0.2 0.6
H 5.6103 0.7991 -0.0352 0.4 -0.3 0.7
H 5.0091 0.0329 1.2498 0.0 0.9 -1.7
H 4.2159 1.5815 -0.8247 -0.4 -1.5 -0.9
H 2.9326 2.4074 -0.5592 0.5 -0.5 -0.3
H -2.4721 -1.1477 -1.9125 1.1 -0.6 0.2
H -3.8088 -0.9249 -2.5040 -0.2 0.3 -0.1
H -1.2005 2.2013 2.4061 0.7 -0.4 0.3
H -2.0723 3.3037 1.8860 2.7 0.2 0.4
H 1.6863 -1.4389 2.1365 2.1 -1.2 1.1
H 2.3344 -2.3793 3.2305 -0.1 0.3 -0.3
H -2.1069 -4.3476 0.8603 0.1 -3.5 -1.8
H -2.4779 -2.9529 0.7276 0.2 -0.4 0.9
H 2.5301 -4.0301 -1.9817 0.0 -0.2 -0.1
H 1.1507 -3.8299 -1.3172 1.1 0.2 -0.2
H -3.9785 -0.0549 0.3407 1.6 2.1 0.1
H -4.3329 -1.3826 0.0618 -1.0 0.0 0.1
H 1.3660 0.9889 -2.0135 2.1 -0.6 2.0
H 2.7158 0.3257 -1.9316 0.2 0.1 0.6
H -3.9014 2.5486 -0.7287 0.3 -0.2 0.1
H -3.4049 2.2064 0.7707 -1.7 1.5 -2.0
H -0.2466 -2.9629 -0.4865 -0.8 -0.2 0.7
H -1.0999 -1.7931 0.0139 -1.8 0.3 2.0
H 0.7931 4.5166 -0.3048 4.1 -0.1 2.0
H 0.0838 4.5199 -1.5387 -0.6 0.1 0.3
H 0.5122 -0.2852 1.7471 0.9 0.2 -0.6
H -0.7242 0.2403 0.8482 1.7 -0.9 2.3
O 0.2288 -0.4306 -0.8941 -2.8 8.3 -3.3
O 4.8010 0.6031 0.4506 1.1 -2.9 2.4
O 3.8903 2.3649 -0.4696 -1.0 4.9 0.1
O -3.0253 -0.4434 -2.2169 -0.6 0.3 -0.2
O -1.0816 3.1050 2.0980 -3.3 0.2 -0.6
O 2.5667 -1.7352 2.5425 -1.8 0.6 -0.7
O -2.0953 -3.5957 1.3605 -0.5 3.7 1.1
O 2.0704 -3.4904 -1.3374 -0.9 -0.1 0.2
O -4.7620 -0.5422 0.3032 -0.9 -2.1 -0.2
O 2.0855 0.7380 -1.3132 -0.1 1.4 -3.7
O -4.0448 2.7740 0.1955 1.5 -1.3 1.9
O -0.3850 -1.9937 -0.5247 -0.4 -9.8 -0.5
O -0.0604 4.5538 -0.5765 -3.5 0.0 -2.5
O -0.3874 -0.0214 1.7851 -3.0 1.1 -1.3

---

# 3
81
Properties=species:S:1:pos:R:3:forces:R:3 method="wB97M-V/def2-TZVPD" e_homo_ev=-6.83 e_above_lowest_kj_mol=0.0 charge=0 total_energy_ev=-173169.922
Zn 0.2727 0.0160 2.6374 0.5 -1.0 1.3
C -2.0455 2.0255 -5.7868 -0.4 0.2 0.0
C -2.1300 0.8202 -5.2297 -0.5 0.0 -0.2
C -1.3226 -0.3918 -5.5865 0.4 -0.2 0.0
C 0.0419 -0.1336 -6.2622 0.0 -0.6 -0.2
C 1.0019 0.7304 -5.4847 0.3 -0.1 0.1
C 1.0866 2.0591 -5.5011 0.4 0.1 -0.3
C 0.2777 3.0038 -6.3506 -0.3 0.1 0.0
C -1.0869 2.4870 -6.8550 0.0 0.4 -0.4
C 1.5324 0.9203 3.8990 -0.6 1.0 0.2
H -2.7907 2.7871 -5.5126 0.4 -0.4 0.2
H -2.9413 0.6258 -4.5133 0.3 0.2 -0.2
H -1.9066 -1.0358 -6.2671 0.0 0.2 0.2
H -1.1634 -0.9959 -4.6813 0.0 0.1 -0.1
H 0.5233 -1.1166 -6.3872 -0.2 0.2 0.0
H -0.1333 0.2443 -7.2743 0.3 -0.3 0.4
H 1.7436 0.1617 -4.9066 -0.3 0.4 0.0
H 1.8914 2.5493 -4.9364 -0.3 -0.3 -0.1
H 0.8651 3.2965 -7.2384 0.0 -0.1 0.3
H 0.1169 3.9368 -5.7914 0.0 -0.2 0.0
H -1.5663 3.3314 -7.3769 0.1 -0.3 0.1
H -0.9142 1.7247 -7.6214 -0.3 0.4 0.2
H 0.8201 1.5378 4.4678 0.7 0.3 0.2
H 2.3092 1.5231 3.4089 -0.3 0.1 0.3
H 2.0077 0.2270 4.6054 -0.3 -0.1 -0.4
P 1.7592 -0.3685 0.8432 1.0 0.1 0.2
P -1.3776 -0.5858 0.9757 -2.7 0.4 -0.8
N 2.7549 0.9443 0.3546 0.1 0.5 -0.3
N 2.8926 -1.6079 1.2393 0.2 -0.4 0.2
N -2.0779 0.6634 -0.0132 0.3 0.6 -0.3
N -2.8515 -1.5020 1.2794 0.6 -0.5 0.5
C 0.8969 -0.9159 -0.6470 0.2 -0.4 -0.5
C -0.4865 -1.5264 -0.3115 0.3 -0.4 0.1
C 2.5391 2.2781 0.7568 0.7 -0.1 -0.6
C 3.4208 3.0916 0.0660 -0.5 -1.1 0.2
C 4.1930 2.2488 -0.8099 -0.7 -0.8 0.5
C 3.7592 0.9449 -0.6237 -0.1 1.0 0.3
C 3.7326 -1.5512 2.3673 0.1 -1.0 -0.5
C 4.3886 -2.7674 2.4888 -0.8 1.0 -0.6
C 3.9247 -3.6147 1.4267 -0.5 0.7 -0.1
C 2.9942 -2.8978 0.6985 0.5 0.0 0.4
C -2.2890 1.9721 0.4388 -0.2 0.0 -0.9
C -2.7394 2.7426 -0.6215 0.3 -0.7 0.5
C -2.7967 1.8941 -1.7776 0.2 -0.7 0.7
C -2.4034 0.6303 -1.3749 0.0 0.8 0.0
C -3.9068 -1.8376 0.4222 -0.2 -0.4 0.0
C -4.7171 -2.7717 1.0464 0.9 0.6 0.1
C -4.1470 -3.0386 2.3389 0.8 0.8 -0.4
C -3.0086 -2.2582 2.4518 -0.7 -0.4 -0.4
H 1.5288 -1.6503 -1.1593 -0.3 0.2 -0.3
H 0.8127 -0.0272 -1.2960 -0.1 -0.3 0.2
H -1.0919 -1.6002 -1.2208 0.1 -0.1 0.3
H -0.3858 -2.5412 0.1035 0.1 0.2 -0.1
H 1.7847 2.4972 1.5006 0.2 0.0 -0.1
H 3.5056 4.1637 0.1674 0.0 -0.1 0.0
H 4.9742 2.5739 -1.4810 -0.1 -0.1 0.0
H 4.0596 0.0174 -1.0848 0.1 0.0 0.0
H 3.7573 -0.6627 2.9761 0.0 0.0 0.0
H 5.1207 -3.0110 3.2443 -0.1 0.0 -0.1
H 4.2542 -4.6275 1.2318 -0.2 0.2 0.0
H 2.3875 -3.1751 -0.1527 0.2 -0.1 0.1
H -2.0874 2.2078 1.4764 -0.1 0.1 -0.2
H -3.0014 3.7915 -0.5830 0.1 -0.2 0.1
H -3.0793 2.1709 -2.7873 0.0 -0.1 0.3
H -2.3156 -0.2800 -1.9513 -0.1 0.2 0.1
H -3.9956 -1.3811 -0.5582 0.0 -0.1 0.3
H -5.6082 -3.2330 0.6389 0.2 0.2 0.0
H -4.5236 -3.7189 3.0910 0.1 0.1 -0.1
H -2.2465 -2.2035 3.2153 -0.1 0.0 0.0
Se 0.2401 -2.1381 3.9861 0.0 -0.7 -1.2
C -0.2023 -1.3974 5.6531 -0.2 0.6 1.1
C -1.3109 -0.5388 5.8473 0.8 -0.3 0.0
C -1.4925 0.0862 7.0816 0.0 -0.2 0.0
C -0.6290 -0.1771 8.1462 0.1 0.0 -0.1
C 0.4444 -1.0585 7.9709 -0.3 0.0 0.0
C 0.6478 -1.6878 6.7485 -0.4 0.3 -0.5
H -1.9944 -0.3508 5.0154 0.2 0.0 0.3
H -2.3162 0.7898 7.2056 0.1 -0.2 0.0
H -0.7860 0.3051 9.1115 0.1 -0.1 -0.3
H 1.1331 -1.2531 8.7900 -0.2 0.0 -0.1
H 1.4722 -2.3913 6.6026 -0.2 0.3 0.1

---

# 4
21
Properties=species:S:1:pos:R:3:forces:R:3 method="wB97M-V/def2-TZVPD" e_homo_ev="-10.43 / -12.42" e_above_lowest_kj_mol=322.1 spin_multiplicity=3 charge=+1 total_energy_ev=-16630.301
C 2.6604 -0.0956 0.2948 0.8 1.1 -3.6
C -0.2136 -2.1149 0.1698 -3.0 -3.6 -0.2
C 0.4097 1.0335 0.2099 0.4 1.9 -1.5
C -1.0598 0.6148 0.2748 6.6 -4.8 -3.6
N -1.9112 1.4060 0.7184 -5.6 1.8 1.5
N 1.3081 -0.0297 -0.2534 -0.8 0.8 0.8
P -1.5394 -0.9742 -0.4659 1.4 -0.7 3.9
H 3.3748 0.7145 -0.1852 -1.2 -1.4 1.4
H 2.5933 -0.0808 1.3274 0.1 0.5 2.1
H 3.0699 -1.0682 0.0272 0.2 0.0 -0.1
H 0.5928 -2.3432 -0.4228 1.7 -0.1 -1.9
H -0.6940 -3.1991 0.2792 0.4 2.3 0.0
H 0.2508 -1.8420 1.0944 -0.4 0.9 0.8
H 0.6792 1.4946 1.2023 0.1 -0.9 -0.7
H 0.5120 1.9765 -0.5322 -0.4 -1.6 1.4
H -2.3042 1.0196 -2.2832 1.0 3.4 -1.1
H -2.8301 0.9483 0.7906 0.1 1.9 0.6
H -1.5936 2.3021 0.9888 -0.7 1.1 0.7
H -2.0395 1.8495 -2.5373 -1.1 -3.3 1.0
H 1.2428 -0.1380 -1.2539 0.4 0.3 -0.1
H -2.5085 -1.4735 0.5564 -0.1 0.5 -1.3

---

# 5
21
Properties=species:S:1:pos:R:3:forces:R:3 method="wB97M-V/def2-TZVPD" e_homo_ev=-7.81 e_above_lowest_kj_mol=309.4 charge=0 total_energy_ev=-8389.412
C -0.1008 -0.6543 0.4297 0.1 4.2 -2.8
C -0.1499 0.9261 -0.6456 -2.1 -1.1 0.9
C 1.3155 -0.3671 0.5636 1.3 -5.1 4.3
C -0.6652 2.0175 0.2802 0.0 0.0 -0.2
C -1.1139 0.6578 -1.7872 0.1 0.1 -0.1
N -0.4740 -1.7778 -0.2887 -0.2 -0.6 -0.6
N 1.7297 -1.6628 1.6905 0.0 2.3 -2.1
H -0.7139 -0.4421 1.3082 0.2 0.3 -0.1
H 0.7861 1.2686 -1.0940 0.3 -0.6 0.4
H 0.1603 -2.5624 -0.3330 -0.2 0.2 0.2
H -1.4500 -2.0253 -0.2387 0.3 -0.1 0.0
H 1.9487 -2.5700 1.2875 0.0 0.5 0.9
H 1.7060 -1.4240 2.6789 0.2 -0.7 -0.7
H 1.5760 0.4815 1.1804 0.0 0.3 -0.5
H 1.9346 -0.5765 -0.3007 0.0 0.2 0.0
H -0.8574 2.9410 -0.2737 0.0 0.0 0.0
H -2.0509 0.2359 -1.4186 0.0 0.0 -0.1
H -1.6041 1.7185 0.7501 0.0 0.0 0.0
H 0.0572 2.2611 1.0600 0.0 0.0 0.1
H -1.3498 1.5789 -2.3275 0.0 0.1 0.0
H -0.6840 -0.0247 -2.5214 -0.1 -0.2 0.1

---

# 6
10
Properties=species:S:1:pos:R:3:forces:R:3 method="wB97M-V/def2-TZVPD" e_homo_ev=-10.74 smiles="C#CCC(=O)C#N" e_above_lowest_kj_mol=229.2 charge=0 total_energy_ev=-8767.631
O -1.4438 -0.6102 1.2689 0.3 0.2 -0.6
C -0.9353 -0.1177 0.2955 -0.4 -0.3 0.3
C -0.0919 -0.8817 -0.7257 -0.1 -0.1 -0.1
C 1.2531 -0.4025 -0.3860 -0.1 0.4 1.0
C 1.8884 0.1527 0.4743 -0.2 -0.1 -0.2
C -1.0601 1.3461 0.0647 -0.2 0.8 -0.1
N -1.2295 2.4752 -0.1124 0.2 -1.0 0.1
H -0.4048 -0.6594 -1.7471 0.0 -0.1 0.0
H -0.1846 -1.9456 -0.4927 -0.1 0.1 -0.2
H 2.2084 0.6433 1.3604 0.7 0.1 -0.1